No. 1
Density functional theory data (ωB97M-V with the def2-TZVPD basis set) for a molecular structure, C34H27AsCaN5S3.

Results
Total charge: -1
Electronic energy, eV: -154934.55744
Gap between HOMO and LUMO, eV: 6.68
Spin multiplicity: 1

Last column: Löwdin charge in e.
CARTESIAN COORDINATES (ANGSTROEM)
Ca  1.38610  -0.28260  1.07340  0.849
N  -2.08624  -2.28738  3.81906  0.044
C  -1.20885  -1.79110  2.89545  -0.944
S  -0.08499  -0.61973  3.48032  0.462
N  -1.35035  -2.33129  1.69933  -0.042
N  -0.49404  -1.84331  0.76397  -0.135
C  -0.50820  -2.45099  -0.35990  -0.137
C  0.33650  -1.99604  -1.47226  -0.284
C  0.34006  -2.70325  -2.67036  -0.028
C  1.08325  -2.20819  -3.72906  -0.068
C  1.79782  -1.03379  -3.56052  -0.053
C  1.76567  -0.41090  -2.32059  -0.115
N  1.05878  -0.88333  -1.30095  0.032
H  -2.15765  -1.80118  4.69313  0.060
H  -2.88500  -2.78568  3.46343  0.082
H  -1.13627  -3.32910  -0.50980  0.118
H  -0.23958  -3.61230  -2.76171  0.108
H  1.09867  -2.73131  -4.67728  0.103
H  2.37910  -0.60284  -4.36363  0.103
H  2.31568  0.50316  -2.12288  0.094
S  6.03960  -2.05607  0.45484  0.940
C  6.10000  -0.35525  0.25601  -0.463
C  4.88248  0.21700  0.48018  -0.266
C  3.82471  -0.69083  0.84831  -0.262
C  4.35004  -1.95585  0.87610  -0.572
C  3.59028  -3.15131  1.24368  -0.297
C  4.19391  -4.41055  1.37660  -0.054
C  3.43525  -5.49730  1.75666  -0.089
C  2.08140  -5.31983  2.00234  -0.084
C  1.55682  -4.04900  1.83474  -0.142
N  2.27088  -2.98968  1.45819  0.090
H  7.02312  0.13126  -0.02443  0.046
H  4.73254  1.28773  0.39034  0.051
H  5.25318  -4.51967  1.18639  0.078
H  3.89757  -6.47127  1.86663  0.099
H  1.44236  -6.13246  2.32034  0.092
H  0.50479  -3.86922  2.02534  0.083
S  1.95791  2.43516  0.20276  0.452
C  0.73471  3.64413  0.56293  -0.758
C  1.11538  4.97268  0.81091  -0.145
C  0.18014  5.95774  1.07003  -0.115
C  -1.17839  5.65868  1.09213  -0.118
C  -1.57980  4.35402  0.84757  -0.113
C  -0.64256  3.36081  0.58488  -0.430
As  -1.11720  1.51070  0.28297  1.287
C  -3.00943  1.50127  0.77264  -0.384
C  -4.04167  1.92467  -0.06017  -0.116
C  -5.36144  1.86599  0.36750  -0.098
C  -5.66191  1.38713  1.63542  -0.107
C  -4.63808  0.96778  2.47286  -0.092
C  -3.31850  1.02038  2.04325  -0.114
C  -1.27766  1.48804  -1.66515  -0.386
C  -1.86309  0.37623  -2.26788  -0.137
C  -1.87797  0.24603  -3.64884  -0.101
C  -1.29854  1.22660  -4.44382  -0.109
C  -0.70753  2.33162  -3.84914  -0.090
C  -0.69339  2.46223  -2.46556  -0.096
H  2.17135  5.21245  0.79791  0.086
H  0.51596  6.97115  1.26035  0.092
H  -1.91322  6.42697  1.29872  0.087
H  -2.63473  4.10380  0.86467  0.088
H  -3.81446  2.30250  -1.04976  0.101
H  -6.15578  2.19877  -0.29015  0.095
H  -6.69182  1.34083  1.96856  0.093
H  -4.86345  0.59079  3.46334  0.097
H  -2.52083  0.68031  2.69661  0.053
H  -2.30836  -0.39972  -1.65286  0.102
H  -2.33431  -0.62584  -4.10277  0.098
H  -1.30264  1.12591  -5.52266  0.093
H  -0.24542  3.09638  -4.46208  0.098
H  -0.21266  3.31736  -2.00654  0.094

---

No. 2
Density functional theory data (ωB97M-V with the def2-TZVPD basis set) for 11 unconnected molecules or ions with the total composition C44H66O7S5 at a distorted geometry.

Results
Electronic energy, eV: -115202.68195
Gap between HOMO and LUMO, eV: 8.89
Spin multiplicity: 1

Last column: Löwdin charge in e.
CARTESIAN COORDINATES (ANGSTROEM)
C  -3.92035  -2.61279  -2.47238  -0.246
S  -4.06486  -2.39475  -4.24842  0.782
O  -5.01506  -3.38655  -4.76345  -0.538
C  -4.94017  -0.85023  -4.21079  -0.283
H  -3.78742  -3.68576  -2.35117  0.052
H  -4.85259  -2.31406  -1.98589  0.048
H  -3.12351  -1.98092  -2.10191  0.033
H  -5.97201  -0.94634  -3.88089  0.055
H  -4.99108  -0.50077  -5.24583  0.054
H  -4.40252  -0.09077  -3.64606  0.017
C  2.21493  3.32397  3.84521  -0.283
S  2.44545  4.96109  4.52319  0.787
O  1.23450  5.36734  5.26760  -0.557
C  3.66655  4.49325  5.76368  -0.271
H  1.61309  3.41334  2.94382  0.030
H  1.71275  2.64811  4.53744  0.062
H  3.20364  2.92491  3.61696  0.055
H  3.71690  5.33133  6.45520  0.048
H  4.62600  4.30218  5.29081  0.048
H  3.29816  3.61990  6.30231  0.056
C  4.75943  -1.75364  1.88601  -0.276
S  5.63950  -2.72697  0.68776  0.787
O  5.33728  -2.13130  -0.62343  -0.548
C  7.28605  -2.21126  1.15043  -0.269
H  5.01587  -0.70567  1.72996  0.065
H  4.93398  -2.12298  2.89330  0.057
H  3.69953  -1.83827  1.65833  0.028
H  7.93547  -2.72510  0.43771  0.050
H  7.50347  -2.61666  2.13778  0.054
H  7.42839  -1.13729  1.07693  0.060
C  -2.85556  -0.18378  5.79926  -0.251
S  -1.23852  -0.95313  5.47268  0.809
O  -0.74083  -1.18647  6.84824  -0.559
C  -1.95038  -2.54924  5.00285  -0.280
H  -2.74164  0.88486  5.64659  0.042
H  -3.11301  -0.48887  6.81062  0.056
H  -3.67012  -0.57917  5.18528  0.047
H  -2.48117  -2.38952  4.05412  0.051
H  -2.65790  -2.85752  5.76984  0.059
H  -1.21162  -3.33158  4.85425  0.028
C  -0.22945  1.78283  -4.84444  -0.238
S  -1.82340  1.23375  -4.21270  0.794
O  -1.54766  0.77557  -2.84099  -0.555
C  -2.54669  2.86436  -4.11967  -0.259
H  0.55611  1.09496  -4.54829  0.053
H  -0.02352  2.75129  -4.39653  0.028
H  -0.31793  1.92887  -5.92143  0.060
H  -3.27329  2.85507  -3.30471  0.024
H  -3.08078  3.07941  -5.04966  0.061
H  -1.87204  3.70110  -3.93003  0.049
C  2.90770  -4.75289  2.58368  -0.097
C  2.19582  -5.82225  2.04438  -0.071
C  0.80496  -5.71395  1.87690  -0.091
C  0.14039  -4.63505  2.39982  -0.109
C  0.84294  -3.61572  3.04753  -0.087
C  2.23756  -3.63763  3.03438  -0.102
H  3.99005  -4.79909  2.63655  0.095
H  2.70280  -6.67100  1.60314  0.101
H  0.29541  -6.47643  1.30075  0.103
H  -0.93826  -4.58189  2.28474  0.104
H  0.21893  -2.82972  3.45767  0.070
H  2.75043  -2.84895  3.57084  0.098
C  2.84087  -4.64039  -3.27831  -0.090
C  1.59541  -5.19803  -3.54546  -0.094
C  0.49285  -4.37879  -3.72870  -0.101
C  0.64734  -3.01050  -3.75460  -0.097
C  1.88758  -2.44351  -3.49121  -0.099
C  2.98706  -3.26487  -3.25475  -0.089
H  3.70629  -5.26147  -3.08036  0.102
H  1.49222  -6.27718  -3.56040  0.099
H  -0.48994  -4.82746  -3.81822  0.101
H  -0.22906  -2.39454  -3.93479  0.096
H  2.02046  -1.37378  -3.36951  0.089
H  3.92289  -2.81652  -2.93973  0.092
C  -1.40507  4.51275  -0.48431  -0.096
C  -1.72712  3.65004  0.53746  -0.101
C  -1.49478  3.99880  1.87054  -0.074
C  -1.09480  5.30143  2.17658  -0.080
C  -0.73954  6.16182  1.14528  -0.090
C  -0.85093  5.76071  -0.17829  -0.096
H  -1.63592  4.20563  -1.49778  0.083
H  -2.22570  2.70896  0.36779  0.064
H  -1.81495  3.28555  2.62075  0.103
H  -1.03359  5.62392  3.20937  0.102
H  -0.35410  7.14751  1.37837  0.104
H  -0.56142  6.40900  -0.99730  0.099
C  3.86492  1.67896  -3.24955  -0.081
C  3.41178  2.74998  -4.02341  -0.102
C  2.52902  3.66719  -3.45974  -0.116
C  2.08883  3.52606  -2.13280  -0.079
C  2.61145  2.49261  -1.37323  -0.099
C  3.43681  1.53934  -1.92032  -0.092
H  4.40944  0.86963  -3.72811  0.102
H  3.60839  2.85205  -5.08472  0.100
H  2.19255  4.51587  -4.04821  0.099
H  1.51530  4.33522  -1.69912  0.090
H  2.39621  2.42508  -0.30932  0.104
H  3.86332  0.73719  -1.33547  0.102
C  -6.79518  -0.06132  -0.72685  -0.094
C  -5.81393  -0.12282  0.25057  -0.091
C  -4.67018  0.65473  0.14131  -0.091
C  -4.52324  1.53066  -0.90774  -0.090
C  -5.51030  1.62335  -1.89241  -0.096
C  -6.64219  0.83426  -1.76229  -0.115
H  -7.69043  -0.66417  -0.65965  0.106
H  -5.94954  -0.68776  1.16671  0.103
H  -3.94693  0.59830  0.94145  0.094
H  -3.58783  2.05893  -1.04733  0.071
H  -5.32703  2.29851  -2.71712  0.094
H  -7.34470  0.77583  -2.59059  0.107
O  0.80766  0.79472  2.56364  0.102
C  0.59104  0.21778  1.53830  -0.497
O  1.57815  -0.05353  0.66925  0.012
C  1.07523  -0.74068  -0.49129  -0.152
C  -0.23821  -1.32340  -0.03462  -0.128
C  -0.71241  -0.26070  0.96063  -0.058
H  1.74123  -1.56977  -0.73918  0.122
H  1.00537  -0.05060  -1.32918  0.112
H  -0.05358  -2.23387  0.52937  0.105
H  -0.90439  -1.52057  -0.86324  0.102
H  -1.34630  -0.66042  1.74579  0.115
H  -1.13712  0.59275  0.43620  0.114

---

No. 3
Density functional theory data (ωB97M-V with the def2-TZVPD basis set) for 2 unconnected molecules or ions with the total composition C3H12NO at a distorted geometry.

Results
Total charge: +1
Electronic energy, eV: -6835.59450
Gap between HOMO and LUMO, eV: 12.60
Spin multiplicity: 1

Last column: Löwdin charge in e.
CARTESIAN COORDINATES (ANGSTROEM)
C  -0.75580  1.19868  -1.81677  0.001
C  -1.25629  0.16723  -0.66552  -0.098
N  0.03258  -0.41641  0.01227  0.005
C  -0.40568  -1.46484  1.09796  0.039
H  0.20161  1.48397  -1.56376  0.041
H  -0.74291  0.73958  -2.76537  0.069
H  -1.45250  2.02552  -1.68314  0.091
H  -1.76229  0.57292  0.16729  0.102
H  -1.77010  -0.72046  -0.98641  0.114
H  0.41888  0.32332  0.66765  0.144
H  0.66287  -0.45876  -0.74500  0.137
H  -1.33889  -1.23422  1.54408  0.086
H  0.29025  -1.66972  1.87144  0.082
H  -0.62793  -2.36521  0.50706  0.107
H  2.75696  0.07442  2.15464  0.137
H  3.27420  1.11254  0.91533  0.082
O  2.47503  0.63143  1.28823  -0.140

---

No. 4
Density functional theory data (ωB97M-V with the def2-TZVPD basis set) for 2 unconnected molecules or ions with the total composition C2H4Cl2S2 at a distorted geometry.

Results
Electronic energy, eV: -48851.52729
Gap between HOMO and LUMO (spin up / spin down), eV: 6.85 / 8.02
Spin multiplicity: 1

Last column: Löwdin charge in e.
CARTESIAN COORDINATES (ANGSTROEM)
C  -1.50513  -0.56947  0.47216  -0.405
C  2.15454  0.18568  -0.30836  -1.150
S  -1.25908  1.23063  0.35513  0.306
S  -0.54619  1.55727  -1.40963  0.162
Cl  2.33031  -1.41167  -0.85101  0.547
Cl  1.82417  0.35976  1.32557  0.572
H  -1.15098  -0.70812  1.49377  0.026
H  -0.89996  -0.91923  -0.37030  0.018
H  -2.53177  -0.59605  0.36162  -0.008
H  1.58410  0.87120  -1.06895  -0.068

---

No. 5
Density functional theory data (ωB97M-V with the def2-TZVPD basis set) for a single C4H7N3 molecule at a distorted geometry.

Results
Electronic energy, eV: -8729.95642
Gap between HOMO and LUMO, eV: 9.93
SMILES: Cc1ccnn1N
Spin multiplicity: 1

Last column: Löwdin charge in e.
CARTESIAN COORDINATES (ANGSTROEM)
C  -0.72572  1.42773  -0.77598  -0.051
C  -0.14116  0.15433  -0.44587  -0.342
C  0.53864  -0.67910  -1.26077  -0.085
C  1.20109  -1.61823  -0.47052  -0.120
N  0.83355  -1.38680  0.87921  0.061
N  0.06945  -0.26008  0.81977  -0.248
N  -0.49375  0.25021  1.94528  0.093
H  -1.82193  1.44237  -0.41231  0.104
H  -0.32241  2.35194  -0.37846  0.079
H  -0.93517  1.50188  -1.85867  0.086
H  0.62384  -0.66108  -2.33883  0.103
H  2.00339  -2.40832  -0.67984  0.117
H  -1.12919  -0.41641  2.32548  0.078
H  0.29935  0.30157  2.65151  0.125

---

No. 6
Density functional theory data (ωB97M-V with the def2-TZVPD basis set) for a molecular structure, C19H16N4OS2Tl.

Results
Total charge: +1
Electronic energy, eV: -54326.61421
Gap between HOMO and LUMO (spin up / spin down), eV: 6.63 / 5.37
Spin multiplicity: 1

Last column: Löwdin charge in e.
CARTESIAN COORDINATES (ANGSTROEM)
Tl  -0.63028  -1.65924  0.34622  0.779
C  4.20175  -3.36536  -2.59739  -0.060
C  2.82597  -3.55986  -2.65520  -0.063
C  1.97037  -2.63473  -2.09014  -0.035
C  2.48046  -1.46803  -1.50041  -0.296
C  3.87340  -1.28852  -1.43201  -0.021
C  4.72059  -2.23788  -1.97037  -0.059
N  1.58282  -0.58874  -0.92816  0.064
C  1.78551  0.74795  -0.95828  -0.232
C  2.58474  1.40836  -1.92482  0.001
C  2.66549  2.78023  -1.94977  -0.047
C  1.96094  3.55441  -1.02277  -0.043
C  1.16960  2.94089  -0.06978  -0.007
C  1.08365  1.55679  -0.02413  -0.200
N  0.28617  0.87274  0.92594  -0.009
N  -0.05266  1.53864  1.91469  0.112
C  -0.90695  0.85799  2.83687  -0.320
C  -1.50210  1.65262  3.80129  0.012
C  -2.30477  1.04523  4.75347  -0.032
C  -2.45977  -0.32890  4.71371  -0.035
C  -1.82693  -1.03669  3.70096  -0.146
N  -1.07240  -0.46181  2.77034  0.006
H  4.86900  -4.09845  -3.02935  0.112
H  2.42456  -4.44031  -3.13811  0.112
H  0.89750  -2.77557  -2.12660  0.081
H  4.27019  -0.42384  -0.91662  0.121
H  5.79146  -2.10722  -1.89338  0.113
H  3.08223  0.81840  -2.68064  0.120
H  3.26313  3.26747  -2.70827  0.117
H  2.02584  4.63275  -1.06205  0.115
H  0.59866  3.51753  0.64338  0.114
H  -1.32608  2.71881  3.78962  0.121
H  -2.78928  1.63528  5.51927  0.120
H  -3.05032  -0.85162  5.45208  0.116
H  -1.93466  -2.11317  3.63165  0.116
C  -6.14499  -0.13882  -1.37341  -0.041
O  -4.81103  0.32490  -1.68195  -0.143
C  -3.87871  0.17709  -0.78874  -1.363
S  -4.02236  -0.43038  0.75050  0.722
S  -2.30959  0.69313  -1.08220  0.689
H  -6.67723  -0.11578  -2.31723  0.103
H  -6.60547  0.53448  -0.65341  0.101
H  -6.10844  -1.15078  -0.97477  0.084